1.
{"formula": "C3H10PS", "method": "ωB97M-V/def2-TZVPD", "homo_lumo_gap_ev": [5.048, 8.227], "homo_ev": [-13.0, -13.9], "charge": 1, "spin_multiplicity": 1, "species": ["C", "C", "C", "P", "S", "H", "H", "H", "H", "H", "H", "H", "H", "H", "H"], "coordinates": [[1.7054, -0.8346, 0.9077], [-2.9113, 1.2758, 1.0549], [0.8015, -1.1240, -1.7652], [1.7036, 0.1438, -0.7197], [-0.1586, 1.3106, -0.3225], [1.9159, -0.1217, 1.7148], [2.6436, -1.4433, 0.9565], [0.7229, -1.4585, 0.8245], [-3.1123, 1.5047, 0.0095], [-3.1207, 1.7860, 1.9299], [-2.6046, 0.3030, 1.2975], [1.3129, -1.1310, -2.7778], [-0.0881, -0.6089, -1.9868], [0.9056, -2.1105, -1.3185], [0.2842, 2.5087, 0.1953]], "forces_ev_per_angstrom": [[0.327, -0.390, -1.081], [1.005, -0.947, -1.843], [3.211, 0.886, -1.258], [-1.377, -0.660, 1.219], [0.169, 0.802, 0.063], [-1.028, -0.228, 0.065], [-0.966, -0.068, -0.470], [1.970, 1.169, 0.996], [-0.188, 0.331, 0.574], [-0.439, 1.893, 1.099], [0.311, -1.455, -0.165], [-0.339, -0.169, 1.130], [-1.825, -0.407, -0.047], [-0.821, 0.109, -0.060], [-0.010, -0.864, -0.221]], "lowdin_charge": [-0.340, 0.260, -0.332, 0.728, 0.517, 0.031, 0.054, 0.073, 0.034, 0.015, -0.007, 0.068, -0.028, 0.048, -0.121]}

2.
{"formula": "C3H10S", "method": "ωB97M-V/def2-TZVPD", "homo_lumo_gap_ev": 9.942, "homo_ev": -9.0, "smiles": "CCS.C", "spin_multiplicity": 1, "species": ["C", "C", "S", "H", "H", "H", "H", "H", "H", "C", "H", "H", "H", "H"], "coordinates": [[-1.9706, 0.1830, -1.6331], [-0.5085, 0.5837, -1.2436], [0.8053, -0.7035, -1.0069], [-1.9289, -0.1884, -2.6644], [-2.2216, -0.6875, -1.0310], [-2.6032, 1.0560, -1.6318], [-0.6543, 1.0670, -0.2832], [-0.0606, 1.1734, -2.0402], [0.2546, -0.8949, 0.1937], [1.7874, -0.3087, 2.2564], [0.9664, 0.2740, 1.8455], [2.6364, 0.1925, 2.7180], [1.2675, -0.8486, 3.0553], [2.2300, -0.8979, 1.4655]], "forces_ev_per_angstrom": [[2.386, -1.210, -1.110], [-0.653, -0.225, -0.589], [-1.459, 0.290, 0.121], [-0.240, 0.025, 0.079], [-0.737, 0.374, 0.275], [-0.406, 0.027, 0.500], [0.790, 0.630, -0.100], [-0.280, 0.707, 0.385], [0.461, -0.690, 0.112], [-0.265, -0.246, 0.685], [0.618, 0.789, -0.117], [-0.422, 0.718, -0.049], [0.501, -0.618, -0.248], [-0.293, -0.570, 0.056]], "lowdin_charge": [-0.151, -0.598, 0.673, 0.063, 0.061, 0.063, 0.049, 0.045, -0.163, -0.070, -0.006, 0.022, 0.026, -0.013]}